48
Properties=species:S:1:pos:R:3:mulliken_spin:R:1 method="wB97M-V/def2-TZVPD" total_charge=+3 de_lowest_kcal_mol=0.0 e_lumo_ev="-10.2127 / -11.1772" multiplicity=2 homo_lumo_gap_ha="0.27527 / 0.30350" largest_force_ha_per_bohr=0.053 homo_energy_ev="-17.70 / -19.44"
C 0.224 -2.381 -2.153 0.001
C -0.904 -1.498 -2.671 0.051
N -1.127 -0.345 -1.998 0.090
C -2.088 0.569 -2.401 0.013
C -2.859 0.218 -3.529 0.175
C -2.665 -0.974 -4.196 -0.013
C -1.670 -1.856 -3.766 0.106
C -2.231 1.781 -1.669 0.477
P -1.265 2.146 -0.231 0.016
H -1.482 -2.816 -4.242 0.000
H -3.625 0.926 -3.835 0.002
H -3.289 -1.232 -5.050 0.003
C -0.637 -3.134 -0.013 0.002
C 1.722 -2.663 -0.219 0.001
H -2.993 2.480 -2.029 0.001
H 1.189 -2.113 -2.619 0.006
H 0.027 -3.439 -2.396 0.000
C -2.357 2.498 1.179 0.030
C -0.320 3.667 -0.511 0.034
H -1.742 2.662 2.077 0.003
H -2.981 3.384 0.999 0.000
H -2.996 1.626 1.363 0.003
H 0.332 3.853 0.354 0.002
H 0.311 3.567 -1.405 0.001
H -0.985 4.530 -0.648 0.000
H 1.913 -3.712 -0.506 0.000
H 2.477 -2.017 -0.693 0.000
H 1.801 -2.558 0.875 0.000
H -0.416 -4.185 -0.263 0.000
H -0.594 -2.990 1.074 0.000
H -1.641 -2.869 -0.360 0.000
Hf -0.062 -0.104 -0.010 -0.005
H -1.415 -0.565 0.915 0.000
O 1.514 0.744 -1.541 0.000
H 2.127 1.486 -1.376 0.000
H 1.241 0.809 -2.472 0.001
N 0.368 -2.255 -0.663 0.000
C 3.755 0.364 3.833 0.000
N 2.285 0.575 3.785 0.000
C 1.598 0.975 5.044 0.000
C 1.643 0.427 2.691 0.001
N 1.142 0.256 1.625 0.000
H 4.067 0.563 4.859 0.000
H 4.259 1.066 3.153 0.000
H 3.997 -0.676 3.572 0.000
H 1.119 1.956 4.920 0.000
H 0.861 0.213 5.335 0.000
H 2.370 1.043 5.813 0.000